Computed, not measured: a structure of composition C6H3AlFO8 in a non-equilibrium geometry, with ωB97M-V with the def2-TZVPD basis set.

CARTESIAN COORDINATES (ANGSTROEM)
O1 0.95937 2.86787 2.41195
H1 -2.26573 -0.56210 -1.33775
C1 1.75553 3.66250 1.70005
O2 -2.15976 -2.13400 0.01812
H2 -0.39721 1.39213 1.74197
Al1 1.42415 -0.08072 -1.33501
F1 -1.12001 -2.15599 -2.85843
O3 -1.68512 -4.22449 0.65565
O4 1.77007 0.98609 -0.39402
C2 0.61170 1.76700 1.60992
C3 -1.52907 -1.11702 -0.74944
O5 1.99405 4.81545 1.93721
O6 0.63984 -1.32213 -1.80903
H3 -1.04087 -0.34824 -0.03981
C4 -1.48579 -3.28829 -0.07069
C5 1.45720 1.77691 0.54683
C6 -0.52522 -1.84444 -1.62987
O7 -0.50610 -3.20994 -0.96455
O8 2.10297 3.01941 0.56691

Kohn-Sham gap ... 5.48 eV
DFT total energy ... -1174.3316 a.u.
Net charge ... +1
ΔE to the lowest compared entry with this formula, charge and spin ... 0.000 eV